# 1
13
Properties=species:S:1:pos:R:3 method="wB97M-V/def2-TZVPD" lumo_energy_ev=-5.6 charge=+1 orbital_gap_ha=0.3231 de_lowest_ev=0.969 homo_ev=-14.427 smiles="C=[NH+]/C=C/C"
C 0.92077 0.51922 2.34211
N 0.79855 0.62150 1.06784
C 0.02449 -0.30334 0.27226
C -0.14840 0.01951 -1.00824
C -1.23614 -0.49507 -1.86757
H 1.36497 1.28629 2.96215
H 0.74856 -0.46724 2.76811
H 1.50750 1.16162 0.57097
H -0.07606 -1.24153 0.80132
H 0.54730 0.75277 -1.40910
H -1.94735 0.30175 -2.08600
H -1.69378 -1.43122 -1.56154
H -0.81040 -0.72427 -2.85230

---

# 2
13
Properties=species:S:1:pos:R:3 method="wB97M-V/def2-TZVPD" lumo_energy_ev=-5.0 charge=+1 orbital_gap_ha=0.3998 de_lowest_ev=1.904 homo_ev=-15.836 smiles="CC1=[N+](C)C1"
C -1.90317 0.47729 0.26227
C -0.68070 -0.27734 0.05799
N 0.64248 -0.15784 -0.12859
C 1.83261 0.50895 -0.03817
C 0.01796 -1.50359 -0.08964
H -1.79407 1.50418 0.38311
H -2.46184 0.05096 1.03616
H -2.41988 0.31138 -0.74855
H 1.90727 1.36972 -0.65357
H 2.54374 -0.30813 -0.42880
H 2.01933 0.71960 1.06318
H 0.32166 -1.98671 0.76742
H 0.14345 -2.10086 -0.96780

---

# 3
13
Properties=species:S:1:pos:R:3 method="wB97M-V/def2-TZVPD" lumo_energy_ev=-7.0 charge=+1 orbital_gap_ha=0.2587 de_lowest_ev=2.723 homo_ev=-13.992
C 2.15698 -0.52635 -0.17449
C 0.89981 -0.00771 0.27369
C 0.02658 0.95674 -0.05157
N -1.28063 0.84200 -0.01046
C -1.87628 -0.45244 0.30316
H 2.06240 -1.53528 -0.59301
H 2.89603 -0.49485 0.61844
H 2.52868 0.10498 -0.99311
H -2.57277 -0.41234 1.13707
H 0.42089 1.85518 -0.51701
H -1.88452 1.62950 -0.18605
H -1.01586 -1.00697 0.71791
H -2.36130 -0.95244 -0.52456

---

# 4
13
Properties=species:S:1:pos:R:3 method="wB97M-V/def2-TZVPD" lumo_energy_ev=-5.4 charge=+1 orbital_gap_ha=0.3249 de_lowest_ev=3.358 homo_ev=-14.272
C 2.28380 -0.64601 0.12487
C -0.49394 1.01770 -0.12530
C 1.43351 0.41203 0.06238
C -2.01965 -0.80762 -0.19188
N -1.34714 0.03629 0.45695
H 3.27981 -0.45310 -0.13047
H -0.54714 1.23603 -1.25574
H 1.85082 1.34752 -0.30595
H -0.42215 2.02734 0.41656
H -2.03614 -1.01058 -1.26248
H 1.84028 -1.53719 0.40556
H -2.49505 -1.71668 0.24624
H -1.32701 0.09428 1.55926

---

# 5
14
Properties=species:S:1:pos:R:3 method="wB97M-V/def2-TZVPD" lumo_energy_ev=1.0 orbital_gap_ha=0.3304 de_lowest_ev=4.151 homo_ev=-7.993 smiles="C=CN(N)C=C"
C -2.20193 -0.87357 -0.11019
C -1.50227 0.25837 -0.11002
N -0.17161 0.53399 -0.31126
N 0.25285 1.84580 0.06977
C 0.89615 -0.76107 -0.22534
C 2.21156 -0.58169 0.08278
H -3.15313 -0.84918 0.27655
H -1.62810 -1.84500 0.11819
H -2.18358 1.06214 0.07899
H 0.86744 2.16307 -0.64864
H 0.45337 1.77025 1.04582
H 0.42787 -1.74814 -0.70303
H 3.03260 -1.30102 -0.00330
H 2.69877 0.32605 0.43968

---

# 6
14
Properties=species:S:1:pos:R:3 method="wB97M-V/def2-TZVPD" lumo_energy_ev=1.0 orbital_gap_ha=0.3709 de_lowest_ev=3.590 homo_ev=-9.139 smiles=C1N[C@@H]1[C@H]1CN1
C -0.11987 -1.81584 -0.54870
N -1.39558 -1.14041 -0.67468
C -0.44159 -0.65556 0.33651
C 0.22801 0.59794 -0.13376
C 0.15028 1.85803 0.48111
N 1.39130 0.97160 0.72865
H 0.15197 -2.83930 0.01004
H 0.49369 -1.40100 -1.44088
H -1.47132 -0.56511 -1.52869
H -0.54703 -0.62274 1.41914
H 0.42159 0.63934 -1.24133
H 0.30001 2.69009 -0.13754
H -0.32597 1.95664 1.48819
H 2.10602 1.41645 0.24229

---

# 7
14
Properties=species:S:1:pos:R:3 method="wB97M-V/def2-TZVPD" lumo_energy_ev=1.0 orbital_gap_ha=0.3394 de_lowest_ev=4.568 homo_ev=-8.233
C -0.10307 0.81685 0.47120
C 1.03172 -0.05631 -0.05810
C -1.37549 0.72338 -0.17180
C 0.94853 -1.45908 -0.67190
N 2.21608 0.49244 0.45425
N 1.57005 1.16102 -0.53164
H 0.13039 1.40312 1.31787
H -2.08674 0.34647 0.62915
H -1.25703 -0.00942 -1.04205
H -1.76999 1.76922 -0.50168
H 0.36615 -2.11993 -0.05509
H 1.92142 -1.68490 -0.96474
H 0.35598 -1.34372 -1.54690
H 2.11042 0.95874 1.29662

---

# 8
14
Properties=species:S:1:pos:R:3 method="wB97M-V/def2-TZVPD" lumo_energy_ev=0.9 orbital_gap_ha=0.3303 de_lowest_ev=2.916 homo_ev=-8.088 smiles="CC(=C=N)CN"
C 0.00447 1.60811 -0.07992
C 0.37685 0.15962 -0.18611
C 1.51305 -0.38360 0.22713
N 2.67970 -0.51202 0.61511
C -0.60625 -0.97140 -0.30710
N -1.95967 -0.75090 -0.01470
H -0.56992 1.81650 0.82683
H 0.90678 2.21688 -0.05541
H -0.61891 1.91311 -0.92368
H 3.35058 -0.93527 -0.01855
H -0.51207 -1.51882 -1.24754
H 0.12844 -1.70279 0.39865
H -2.30675 0.19884 -0.05054
H -2.38630 -1.13827 0.81583

---

# 9
14
Properties=species:S:1:pos:R:3 method="wB97M-V/def2-TZVPD" lumo_energy_ev=1.0 orbital_gap_ha=0.3653 de_lowest_ev=4.837 homo_ev=-8.920
C 0.61713 1.38730 -0.82078
C 0.40830 0.18102 -0.38041
C -2.08524 -0.73175 -0.91059
C 0.31729 -0.29078 1.08060
N -2.90726 -0.07096 1.18174
N -2.55637 -0.26063 0.04078
H 0.42682 2.24583 -0.22965
H 0.81022 1.50470 -1.79311
H 0.66818 -0.58432 -1.03859
H -2.14633 -0.47638 -2.00551
H 1.29215 -0.03244 1.42066
H -0.04158 -1.29595 0.96082
H -0.36351 0.29309 1.63632
H -2.23941 0.51960 1.64948

---

# 10
14
Properties=species:S:1:pos:R:3 method="wB97M-V/def2-TZVPD" lumo_energy_ev="-0.3 / -0.3" orbital_gap_ha="0.2598 / 0.2599" de_lowest_ev=5.335 homo_ev="-7.377 / -7.380"
H -0.68172 -1.87251 1.75106
N -0.53305 -0.91890 1.42235
C -0.22963 -0.77902 0.14689
C 0.33676 -1.97840 -0.60585
H -0.98553 -0.33192 -0.56478
H 0.82022 -1.75745 -1.56002
H -0.45915 -2.68862 -0.83475
H 1.00766 -2.54375 0.04433
C 0.56223 1.21483 0.33367
C -0.20721 2.18569 -0.24841
N -0.48084 3.34590 -0.44478
H 1.64149 1.33429 0.28565
H 0.33819 1.03435 1.37968
H -1.12943 3.75553 -1.10504

---

# 11
14
Properties=species:S:1:pos:R:3 method="wB97M-V/def2-TZVPD" lumo_energy_ev=0.9 orbital_gap_ha=0.3172 de_lowest_ev=4.358 homo_ev=-7.752
C 0.88249 0.54898 0.06630
C -0.21262 0.16937 -0.52069
C 1.46156 0.16723 1.34017
C -0.86293 0.48307 -1.79833
N -1.73897 -1.90726 0.85741
N -1.25455 -1.29762 -0.06883
H 1.38915 1.37232 -0.52035
H 0.85271 -0.53620 1.90334
H 1.62968 0.99380 1.98186
H 2.59114 -0.12762 1.25529
H -0.30150 1.14065 -2.39962
H -1.79299 0.94505 -1.65704
H -1.10797 -0.35219 -2.34190
H -1.53520 -1.59957 1.90239

---

# 12
14
Properties=species:S:1:pos:R:3 method="wB97M-V/def2-TZVPD" lumo_energy_ev=0.4 orbital_gap_ha=0.2874 de_lowest_ev=2.557 homo_ev=-7.385
C -1.29115 -0.25459 0.11891
N 0.10455 0.26914 0.19435
C 1.19091 -0.74903 -0.03599
C 0.30243 1.44306 -0.69662
C 1.08417 -1.74887 0.95349
N 0.97525 -2.50824 1.83687
H -1.45968 -0.59227 -0.90509
H -2.01282 0.52263 0.39130
H -1.36398 -1.10049 0.80523
H 0.24581 0.58457 1.15503
H 1.11938 -1.10226 -1.06468
H 0.56370 1.07552 -1.68953
H -0.61827 2.03017 -0.74681
H 1.12930 2.03636 -0.30851

---

# 13
14
Properties=species:S:1:pos:R:3 method="wB97M-V/def2-TZVPD" lumo_energy_ev=0.8 orbital_gap_ha=0.3868 de_lowest_ev=1.742 homo_ev=-9.687
C -1.27015 -1.60693 -0.10293
C 0.01806 -0.79347 0.01262
N -0.18990 0.56071 -0.48797
C 0.85357 1.50828 -0.39397
C 1.74361 1.42691 1.82073
N 1.13857 2.03576 1.00209
H -1.63430 -1.62016 -1.13607
H -2.06122 -1.19002 0.53244
H -1.10878 -2.64309 0.21453
H 0.37936 -0.80221 1.05525
H 0.79820 -1.26781 -0.59763
H -1.08273 0.94306 -0.20758
H 0.63076 2.39876 -0.97059
H 1.78493 1.05021 -0.74090

---

# 14
14
Properties=species:S:1:pos:R:3 method="wB97M-V/def2-TZVPD" lumo_energy_ev=1.0 orbital_gap_ha=0.3527 de_lowest_ev=2.163 homo_ev=-8.614 smiles="C=C=N.C=NC"
C -2.46547 0.53265 -1.52485
C -2.18890 0.32618 -0.25573
N -1.98477 0.13575 0.93537
H -2.78607 -0.29259 -2.14938
H -2.40002 1.52778 -1.94776
H -1.00091 -0.10803 1.13053
C 1.81510 -0.00675 1.67034
N 0.95400 -0.28938 0.79021
C 1.36826 -0.32383 -0.59995
H 1.51010 0.03645 2.71632
H 2.86705 0.20618 1.43767
H 0.84130 0.46954 -1.14026
H 1.05535 -1.27398 -1.04350
H 2.45366 -0.19944 -0.73203

---

# 15
14
Properties=species:S:1:pos:R:3 method="wB97M-V/def2-TZVPD" lumo_energy_ev=1.1 orbital_gap_ha=0.3609 de_lowest_ev=2.679 homo_ev=-8.761 smiles=C1NC[C@H]2N[C@@H]12
C -0.10102 1.26413 -0.17757
N 0.84684 0.42690 0.55108
C 0.95925 -0.84313 -0.17050
C -0.48923 -1.13288 -0.35051
N -1.20471 -0.60670 0.80706
C -1.26376 0.28248 -0.34973
H -0.52552 1.98337 0.54871
H 0.30392 1.72068 -1.12363
H 1.85178 0.80606 0.54672
H 1.42656 -1.53030 0.53749
H 1.59487 -0.84990 -1.05464
H -0.71466 -2.10910 -0.73505
H -0.57283 -0.29043 1.54057
H -2.11149 0.87882 -0.56998

---

# 16
14
Properties=species:S:1:pos:R:3 method="wB97M-V/def2-TZVPD" lumo_energy_ev=1.0 orbital_gap_ha=0.3302 de_lowest_ev=1.747 homo_ev=-8.008 smiles="CCN=C=CN"
C -1.41838 -0.52682 -0.23544
C -1.40348 0.99781 -0.24206
N -0.17224 1.64304 0.26324
C 0.71399 0.84845 0.58609
C 1.51121 -0.17651 0.78677
N 2.22177 -0.82522 -0.25823
H -2.37900 -0.86738 -0.62964
H -1.29443 -0.92888 0.77662
H -0.61751 -0.95460 -0.85066
H -1.54232 1.37040 -1.26279
H -2.23480 1.38520 0.35491
H 1.54351 -0.64755 1.76295
H 2.09230 -0.34468 -1.14235
H 3.21543 -0.87001 -0.06278

---

# 17
14
Properties=species:S:1:pos:R:3 method="wB97M-V/def2-TZVPD" lumo_energy_ev=1.1 orbital_gap_ha=0.3789 de_lowest_ev=2.106 homo_ev=-9.237 smiles=C1N[C@H]1[C@H]1CN1
C 1.90752 -0.03203 -0.08903
N 1.23917 -1.26433 0.32391
C 0.63398 -0.45115 -0.71915
C -0.58895 0.37851 -0.44451
C -1.84702 -0.10442 0.17645
N -0.87527 0.65959 0.95565
H 2.85364 -0.15392 -0.61156
H 1.86025 0.81839 0.59000
H 0.75086 -1.08943 1.20130
H 0.66785 -0.90024 -1.71120
H -0.72125 1.18707 -1.16531
H -1.98679 -1.13706 0.48646
H -2.75998 0.40396 -0.13246
H -1.18981 1.61282 1.10339

---

# 18
14
Properties=species:S:1:pos:R:3 method="wB97M-V/def2-TZVPD" lumo_energy_ev=1.0 orbital_gap_ha=0.3909 de_lowest_ev=0.729 homo_ev=-9.660 smiles=CCNCC#N
C -0.91949 -1.29761 1.30962
C 0.18345 -0.86313 0.35781
N -0.30519 0.33525 -0.31557
C 0.59849 0.96241 -1.26386
C 1.47265 1.87905 -0.49666
N 1.85339 2.65245 0.27607
H -1.84728 -1.42101 0.74299
H -1.09238 -0.52304 2.06799
H -0.67584 -2.23075 1.82163
H 1.13557 -0.71607 0.90081
H 0.36355 -1.62924 -0.40473
H -0.46643 1.03201 0.40933
H 0.03476 1.60447 -1.95217
H 1.15316 0.23368 -1.87103

---

# 19
14
Properties=species:S:1:pos:R:3 method="wB97M-V/def2-TZVPD" lumo_energy_ev="1.1 / -1.5" s2=2.01 multiplicity=3 orbital_gap_ha="0.3156 / 0.2608" de_lowest_ev=2.485 homo_ev="-7.477 / -8.551"
C 1.44310 1.18752 0.39600
C 0.01126 1.17569 0.13463
C 0.54683 -0.03391 0.09915
C -1.09386 2.09199 -0.27175
N -0.32807 -2.63308 -0.56402
N -0.98069 -3.31932 0.24712
H 2.16763 1.43998 -0.33301
H 1.84317 1.32985 1.43984
H -0.65739 -4.18240 0.68704
H 0.32496 -1.05952 0.30984
H -0.72017 2.44931 -1.32521
H -1.16740 2.88635 0.42403
H -2.00233 1.55121 -0.45786
H 0.61294 -2.88367 -0.78580

---

# 20
14
Properties=species:S:1:pos:R:3 method="wB97M-V/def2-TZVPD" lumo_energy_ev="1.0 / -0.8" s2=2.05 multiplicity=3 orbital_gap_ha="0.2833 / 0.2696" de_lowest_ev=2.775 homo_ev="-6.681 / -8.138"
C -0.44891 -1.18104 -0.22686
C 0.25246 0.10309 -0.41894
C -0.22734 -0.63745 1.18446
C -1.21513 0.40990 1.77640
N 1.26226 0.40037 -1.26278
N 1.90463 -0.16765 -2.25970
H -1.41164 -1.48086 -0.56390
H 0.25584 -2.06727 -0.31049
H -0.19538 1.03582 -0.12965
H -1.68352 -0.11563 2.62003
H -2.07898 0.88176 1.08162
H -0.70938 1.20140 2.21384
H 1.58027 1.30077 -1.09580
H 2.71480 0.31679 -2.60824